C45H61ClN5OPSSr as an isolated structure in a non-equilibrium geometry, computed with ωB97M-V/def2-TZVPD.

Atoms and positions in Å:
Sr (0.678888, -0.630332, -1.270936)
C (-0.533967, -2.556334, -4.162051)
C (-0.863322, -1.303740, -4.770560)
C (-1.878334, -0.716321, -4.020220)
C (-2.227392, -1.598114, -2.951688)
C (-1.397448, -2.747362, -3.068816)
C (-1.424859, -3.925521, -2.132241)
C (-3.559758, -1.541438, -2.242373)
C (-2.587293, 0.582177, -4.283608)
C (-0.153780, -0.732937, -5.964240)
C (0.630500, -3.399284, -4.589814)
H (-0.775099, -4.728949, -2.486311)
H (-2.433156, -4.337592, -2.049286)
H (-1.109617, -3.641849, -1.120438)
H (-3.541064, -0.839471, -1.407567)
H (-3.834980, -2.525576, -1.862395)
H (-4.328543, -1.227953, -2.952593)
H (-2.735291, 1.112275, -3.341075)
H (-3.556678, 0.399465, -4.757517)
H (-2.007710, 1.215527, -4.956273)
H (-0.088237, 0.356399, -5.902032)
H (-0.670168, -0.984658, -6.895136)
H (0.863736, -1.123535, -6.049736)
H (0.632959, -4.376730, -4.104432)
H (1.600604, -2.935450, -4.359707)
H (0.627467, -3.552407, -5.670063)
C (3.173344, -0.697946, -1.314273)
C (2.463067, -1.562128, -2.292070)
C (1.725855, -0.683965, -3.229955)
C (1.566854, -2.584297, -1.649771)
C (2.147260, -3.979546, -1.789424)
O (2.977325, -4.091076, -0.618121)
C (2.530212, -3.127013, 0.224313)
N (1.599936, -2.372334, -0.222289)
C (3.242572, -3.014570, 1.498975)
C (4.169777, -4.028228, 1.772195)
C (4.994064, -3.961468, 2.875446)
C (4.904008, -2.865484, 3.720087)
C (3.996979, -1.855283, 3.451578)
C (3.145096, -1.897288, 2.348429)
P (1.983821, -0.482313, 2.046001)
C (3.122232, 0.948245, 2.128909)
C (2.492673, 2.180229, 2.343001)
C (3.238476, 3.344624, 2.355267)
C (4.612754, 3.296598, 2.152389)
C (5.238047, 2.080720, 1.930018)
C (4.494821, 0.907001, 1.907076)
C (1.177241, -0.306009, 3.689127)
C (1.782535, 0.162947, 4.851690)
C (1.054697, 0.244678, 6.027086)
C (-0.285794, -0.115836, 6.046718)
C (-0.910331, -0.513961, 4.876252)
C (-0.186632, -0.601234, 3.697844)
H (3.783986, 0.003076, -1.883793)
H (3.848429, -1.281347, -0.689607)
H (2.490257, -0.155878, -0.693666)
H (3.235240, -2.103958, -2.842063)
H (1.856407, 0.356183, -2.961272)
H (0.701505, -1.008654, -3.236179)
H (2.124691, -0.781418, -4.234354)
H (0.594304, -2.469324, -2.100211)
H (2.758494, -4.107169, -2.677799)
H (1.384975, -4.761491, -1.762585)
H (4.237764, -4.868401, 1.097700)
H (5.707288, -4.750638, 3.069954)
H (5.547059, -2.791673, 4.587273)
H (3.954033, -1.000622, 4.108117)
H (1.417616, 2.199592, 2.502499)
H (2.744182, 4.292313, 2.523298)
H (5.193776, 4.209358, 2.165633)
H (6.309385, 2.042003, 1.779030)
H (4.990951, -0.037065, 1.715012)
H (2.807276, 0.512014, 4.850729)
H (1.531691, 0.617448, 6.924357)
H (-0.847652, -0.052389, 6.969136)
H (-1.971202, -0.726897, 4.869663)
H (-0.648947, -0.830528, 2.745180)
Cl (-1.422715, 3.160595, 3.267213)
C (0.022877, 2.591726, -0.013773)
H (1.049830, 2.845205, 0.231123)
H (-0.634665, 2.472476, 0.832720)
C (-3.179375, -4.343860, 3.053715)
C (-2.978565, -3.040643, 2.359663)
C (-3.680173, -1.858415, 2.402423)
C (-3.013411, -0.979863, 1.514890)
N (-1.981659, -1.594087, 0.962238)
N (-1.970758, -2.835437, 1.481650)
C (-3.310867, 0.443566, 1.194615)
H (-3.946010, -4.245539, 3.817850)
H (-2.252514, -4.672286, 3.526419)
H (-3.493396, -5.113724, 2.346718)
H (-4.553493, -1.650735, 2.995896)
H (-1.235634, -3.478057, 1.247918)
H (-4.379806, 0.597310, 1.056503)
H (-2.729428, 0.704983, 0.306481)
H (-2.964883, 1.084217, 2.008936)
C (-2.653755, 5.174012, -3.464204)
C (-1.818223, 6.074523, -2.556020)
N (-2.113162, 5.894071, -1.141912)
C (-1.615808, 4.906056, -0.365029)
S (-0.572754, 3.740489, -1.185967)
N (-1.930478, 4.859716, 0.908856)
C (-2.831463, 5.801768, 1.549789)
C (-4.296761, 5.413047, 1.354828)
H (-2.397749, 5.362799, -4.506710)
H (-3.717715, 5.367786, -3.326659)
H (-2.449143, 4.130072, -3.239232)
H (-2.003325, 7.123278, -2.791308)
H (-0.759849, 5.861950, -2.701421)
H (-2.895014, 6.416403, -0.781230)
H (-1.615960, 4.117393, 1.621713)
H (-2.640396, 6.818672, 1.193714)
H (-2.590739, 5.749682, 2.611181)
H (-4.581217, 5.414636, 0.301393)
H (-4.944074, 6.106080, 1.892316)
H (-4.447654, 4.410292, 1.751258)

Atomic forces in eV per Å
-9.9 7.2 6.0
0.0 0.4 -0.7
0.5 -0.6 0.1
-0.1 0.0 0.6
0.1 -0.1 -0.5
0.2 0.4 0.7
-0.1 0.1 -0.3
0.6 0.2 0.0
0.2 -0.4 -0.1
-0.2 0.0 0.1
-0.3 0.0 0.0
0.0 0.0 0.0
0.0 -0.1 0.1
0.0 -0.2 0.1
-0.3 0.0 0.1
0.0 0.0 0.1
-0.1 0.0 0.1
-0.2 0.2 -0.1
-0.1 0.2 0.1
0.0 0.1 0.0
0.0 0.0 -0.1
0.1 0.1 -0.1
0.0 0.0 -0.1
-0.1 -0.1 -0.1
0.1 0.0 -0.1
0.1 -0.1 0.0
2.7 0.0 0.1
3.2 -0.8 -1.3
1.5 0.4 -3.7
1.9 -4.5 -0.5
-0.4 -0.4 -0.3
0.0 0.6 0.2
-0.1 -0.6 0.3
0.5 -1.7 1.2
0.3 -0.1 0.2
-0.1 -0.1 0.0
0.0 0.0 0.0
0.0 0.0 0.0
-0.1 -0.1 -0.1
0.0 0.0 -0.1
0.0 0.5 0.4
0.0 0.0 -0.1
0.0 -0.2 0.0
0.0 0.1 0.0
0.0 0.0 0.0
0.1 0.0 0.0
-0.1 0.0 -0.1
-0.3 -0.1 -0.4
0.0 0.0 0.1
0.1 0.0 0.0
0.0 0.0 -0.1
-0.2 0.0 0.0
0.4 0.1 -0.1
0.0 0.1 0.2
0.0 0.3 0.2
1.6 0.9 1.0
-0.2 0.1 0.0
-0.2 0.6 -0.3
-0.6 0.2 -2.1
-0.3 0.1 -0.1
-0.7 -1.7 -0.5
0.1 -0.1 0.1
0.0 0.1 0.1
0.0 0.0 0.0
0.0 0.0 0.0
0.0 0.0 0.0
0.0 0.0 0.0
0.0 0.2 0.0
0.0 0.0 0.0
0.0 0.0 0.0
0.0 0.0 0.0
0.0 0.0 0.1
0.0 0.0 -0.1
0.0 0.0 0.0
0.0 0.0 0.0
0.0 0.0 0.0
-0.2 -0.1 0.2
0.0 -0.2 0.2
0.6 -0.8 -1.0
-0.1 0.3 0.4
0.0 -0.3 0.2
0.1 0.0 -0.1
0.0 0.2 0.0
0.1 0.0 0.0
-0.1 -0.2 0.0
0.6 0.2 -0.5
-0.2 -0.1 0.3
0.4 -0.2 0.1
0.0 0.0 0.0
0.0 0.0 0.1
0.0 0.0 0.0
0.0 0.0 0.0
0.0 0.0 -0.1
0.0 0.1 -0.2
-0.3 0.2 0.0
0.0 0.1 0.0
0.1 0.2 0.1
-0.1 -0.3 -0.1
-0.2 0.1 0.1
0.6 0.1 -0.1
-0.6 -0.1 0.3
0.1 -0.3 0.2
-0.2 -0.1 0.0
0.2 0.1 0.1
0.0 0.0 0.0
0.0 0.0 0.0
-0.1 -0.1 0.0
0.1 0.0 0.0
0.0 0.2 0.0
0.1 0.0 0.0
0.1 0.2 -0.7
0.1 0.0 0.1
0.0 0.1 0.0
-0.1 0.0 0.0
0.0 0.0 0.0
-0.1 0.0 0.0

Output
ΔE to the lowest compared entry with this formula, charge and spin (kcal/mol): 161.8
Lowest unoccupied orbital energy (eV): -0.8
HOMO level (eV): -6.1
F_max (eV/A): 13.6
Spin multiplicity: 1
HOMO-LUMO gap (eV): 5.3218